DFT (ωB97M-V with the def2-TZVPD basis set) results for C68H77BrKN3O5P3Sb as an isolated structure.

ORCA input file:
```
! wB97M-V def2-TZVPD RIJCOSX def2/J DEFGRID3
* xyz -2 1
K 0.12 0.49 0.02
O -2.27 3.26 1.64
C -1.73 2.76 0.65
O -1.88 1.59 0.23
C -0.95 3.75 -0.27
C -1.27 3.42 -1.72
C -0.71 4.51 -2.67
C 0.77 4.12 -2.72
C 0.79 2.98 -1.68
O -0.43 2.31 -1.97
C 0.57 3.61 -0.29
C 1.26 2.78 0.84
O 2.49 2.90 0.88
O 0.52 2.10 1.56
H -1.26 4.76 0.03
H -2.32 3.18 -1.89
H -0.88 5.51 -2.28
H -1.18 4.44 -3.65
H 1.45 4.93 -2.46
H 1.05 3.74 -3.70
H 1.64 2.30 -1.76
H 1.06 4.59 -0.25
Br 6.91 -2.59 4.85
C 5.42 -2.62 3.64
C 5.61 -3.07 2.35
C 4.53 -3.15 1.50
C 3.24 -2.76 1.92
C 3.11 -2.21 3.20
C 4.18 -2.17 4.07
N 2.15 -2.88 1.11
C 2.02 -3.96 0.41
C 1.15 -4.21 -0.65
C 1.40 -5.47 -1.35
C 1.48 -5.55 -2.68
C 1.26 -4.35 -3.54
C -0.46 -3.18 -2.06
N 0.17 -3.34 -0.98
H 6.60 -3.35 2.01
H 4.68 -3.47 0.48
H 2.15 -1.80 3.49
H 4.06 -1.79 5.08
H 2.70 -4.81 0.62
H 1.62 -6.34 -0.75
H 1.65 -6.50 -3.17
H 1.42 -4.60 -4.59
H -1.28 -2.48 -2.05
C -3.37 -2.46 0.50
P -2.19 -2.64 1.90
C -3.48 -2.87 3.23
C -1.78 -4.44 1.67
H -4.17 -3.20 0.53
H -2.82 -2.57 -0.44
H -3.80 -1.46 0.53
H -4.17 -3.67 2.97
H -4.03 -1.94 3.34
H -2.99 -3.10 4.17
H -2.67 -5.04 1.50
H -1.27 -4.80 2.56
H -1.11 -4.52 0.82
C -2.69 2.90 -6.28
C -1.79 1.89 -6.00
C -1.85 1.21 -4.80
C -2.82 1.52 -3.86
C -3.70 2.55 -4.13
C -3.64 3.24 -5.33
Sb -2.81 0.33 -2.03
C -3.95 -1.23 -3.14
C -4.94 -1.97 -2.50
C -5.58 -3.02 -3.13
C -5.24 -3.36 -4.43
C -4.28 -2.62 -5.09
C -3.64 -1.57 -4.45
C -4.75 1.08 -1.38
C -5.86 1.04 -2.22
C -7.10 1.48 -1.78
C -7.25 1.96 -0.49
C -6.15 2.01 0.35
C -4.92 1.57 -0.09
H -2.64 3.44 -7.22
H -1.03 1.62 -6.73
H -1.14 0.43 -4.58
H -4.45 2.84 -3.40
H -4.34 4.04 -5.54
H -5.22 -1.71 -1.49
H -6.35 -3.58 -2.61
H -5.73 -4.20 -4.92
H -4.01 -2.87 -6.11
H -2.89 -1.01 -4.98
H -5.76 0.66 -3.22
H -7.95 1.43 -2.44
H -8.22 2.30 -0.15
H -6.26 2.39 1.36
H -4.06 1.62 0.57
N 1.80 -0.20 -1.77
P 2.73 -0.59 -2.90
C 3.05 0.68 -4.21
C 1.91 1.28 -4.73
C 2.00 2.26 -5.70
C 3.25 2.67 -6.14
C 4.39 2.12 -5.59
C 4.30 1.13 -4.62
C 4.45 -1.18 -2.54
C 5.24 -1.92 -3.42
C 6.51 -2.30 -3.05
C 7.01 -1.96 -1.80
C 6.22 -1.24 -0.91
C 4.94 -0.86 -1.28
C 2.03 -2.00 -3.88
C 1.23 -1.75 -5.01
C -0.03 -2.27 -5.28
C -0.74 -3.20 -4.56
C -0.24 -3.91 -3.38
C 2.09 -3.16 -3.17
H 0.95 0.96 -4.35
H 1.11 2.70 -6.11
H 3.33 3.44 -6.91
H 5.37 2.45 -5.92
H 5.20 0.71 -4.20
H 4.85 -2.18 -4.40
H 7.13 -2.88 -3.73
H 8.01 -2.26 -1.52
H 6.60 -0.98 0.06
H 4.30 -0.31 -0.61
H 1.60 -1.00 -5.71
H -0.54 -1.87 -6.15
H -1.74 -3.44 -4.87
H -0.82 -4.84 -3.26
H 2.68 -3.18 -2.27
C 0.70 -0.90 6.78
C -0.15 -0.97 5.51
C -0.09 -2.40 4.97
P 0.23 0.23 4.04
C 1.58 1.48 4.48
C 2.00 1.82 5.91
C 2.82 1.12 3.68
C -1.26 1.36 4.16
C -1.55 2.00 5.52
C -2.50 0.64 3.64
H 0.41 -1.71 7.45
H 0.56 0.04 7.31
H 1.75 -1.02 6.54
H -1.19 -0.77 5.78
H 0.93 -2.76 4.95
H -0.49 -2.45 3.96
H -0.67 -3.08 5.61
H 1.15 2.38 4.02
H 2.67 1.05 6.31
H 1.17 1.95 6.60
H 2.57 2.75 5.89
H 3.33 0.26 4.12
H 3.52 1.96 3.68
H 2.55 0.90 2.65
H -1.02 2.15 3.44
H -1.80 1.25 6.28
H -2.40 2.66 5.41
H -0.71 2.59 5.87
H -2.75 -0.22 4.27
H -2.32 0.30 2.62
H -3.34 1.33 3.63
*
```

Properties
ΔE to the lowest compared entry with this formula, charge and spin ... 87.0 kcal per mole
HOMO-LUMO gap (alpha / beta) ... 4.78 / 5.48 eV
Lowest unoccupied orbital energy (alpha / beta) ... 2.55 / 3.30 eV

DFT (ωB97M-V with the def2-TZVPD basis set) results for C68H83AgN2O5SSi as an isolated structure.

ORCA input file:
```
! wB97M-V def2-TZVPD RIJCOSX def2/J DEFGRID3
* xyz -2 1
Ag 0.37 -0.24 0.09
C 1.73 -4.30 0.85
O 0.91 -3.16 0.69
C -0.42 -3.44 0.92
C -1.20 -3.80 -0.17
C -0.68 -3.69 -1.59
C -0.49 -2.28 -2.13
C 0.31 -2.08 -3.23
C 0.41 -0.85 -3.91
C -0.29 0.21 -3.34
C -1.09 0.09 -2.20
C -1.99 1.23 -1.77
C -1.40 2.31 -0.84
C -0.82 3.34 -1.46
C -0.05 4.59 -1.09
C -0.75 4.26 1.37
C -0.98 2.78 1.59
C -0.71 2.34 3.02
C -1.11 0.99 3.56
C -2.16 0.91 4.46
C -2.57 -0.29 5.06
C -1.87 -1.43 4.69
C -0.81 -1.40 3.79
C -0.17 -2.70 3.35
C -0.95 -3.32 2.20
C -2.27 -3.70 2.38
C -3.07 -4.15 1.34
C -2.52 -4.19 0.07
C -4.54 -4.46 1.61
C -5.23 -3.18 2.09
C -4.66 -5.54 2.70
C -5.27 -4.96 0.37
C -0.36 -0.18 3.21
O 0.65 -0.12 2.42
C -3.77 -0.30 6.01
C -3.51 0.64 7.20
C -5.03 0.18 5.27
C -4.05 -1.69 6.57
C -1.44 2.01 0.61
O -1.84 0.71 0.89
C -3.20 0.55 1.23
C -0.76 5.82 -1.80
C -2.08 6.18 -1.11
C 0.15 7.06 -1.82
C -1.06 5.50 -3.27
C -1.34 -1.22 -1.64
O -2.29 -1.45 -0.83
C 1.12 -0.77 -5.26
C 2.63 -1.05 -5.13
C 0.52 -1.82 -6.22
C 0.95 0.60 -5.91
H 1.37 -5.13 0.23
H 1.75 -4.63 1.89
H 2.73 -4.03 0.53
H -1.40 -4.22 -2.23
H 0.27 -4.23 -1.68
H 0.87 -2.94 -3.61
H -0.26 1.19 -3.81
H -2.86 0.76 -1.31
H -2.34 1.75 -2.67
H -0.86 3.25 -2.54
H -0.57 4.71 2.35
H -1.15 3.10 3.68
H 0.37 2.42 3.14
H -2.68 1.83 4.70
H -2.14 -2.39 5.12
H -0.17 -3.41 4.19
H 0.86 -2.51 3.05
H -2.69 -3.59 3.38
H -3.12 -4.44 -0.79
H -4.75 -2.78 2.99
H -6.29 -3.37 2.32
H -5.18 -2.41 1.32
H -4.23 -5.20 3.64
H -4.13 -6.44 2.40
H -5.71 -5.79 2.88
H -5.27 -4.21 -0.42
H -6.31 -5.18 0.62
H -4.81 -5.87 -0.03
H -3.36 1.67 6.86
H -2.60 0.34 7.73
H -4.35 0.63 7.90
H -4.88 1.17 4.85
H -5.89 0.21 5.94
H -5.25 -0.50 4.44
H -3.19 -2.08 7.12
H -4.28 -2.40 5.77
H -4.91 -1.65 7.24
H -3.44 1.10 2.14
H -3.35 -0.52 1.38
H -3.86 0.89 0.42
H -1.92 6.57 -0.11
H -2.72 5.30 -1.04
H -2.60 6.94 -1.69
H 0.45 7.38 -0.83
H -0.39 7.89 -2.29
H 1.05 6.87 -2.40
H -1.88 4.79 -3.37
H -0.18 5.08 -3.77
H -1.34 6.41 -3.79
H 2.80 -2.01 -4.63
H 3.12 -0.27 -4.54
H 3.10 -1.09 -6.11
H 0.68 -2.83 -5.85
H 0.99 -1.74 -7.21
H -0.55 -1.66 -6.32
H 1.35 1.40 -5.29
H -0.11 0.82 -6.09
H 1.47 0.62 -6.88
C 0.29 4.85 0.40
C 1.79 4.66 0.77
C 2.60 5.82 0.18
C 1.97 4.79 2.30
Si 2.55 2.98 0.15
O 1.53 1.81 0.00
C 3.92 2.55 1.40
C 3.52 1.65 2.40
C 4.41 1.21 3.37
C 5.73 1.63 3.35
C 6.16 2.50 2.36
C 5.26 2.95 1.40
C 3.36 3.36 -1.55
C 2.74 2.75 -2.65
C 3.20 2.95 -3.95
C 4.30 3.77 -4.19
C 4.93 4.39 -3.12
C 4.46 4.19 -1.83
H 0.13 5.93 0.57
H -1.72 4.67 1.04
H 0.90 4.49 -1.62
H 2.25 6.77 0.60
H 2.54 5.88 -0.90
H 3.66 5.72 0.45
H 1.47 5.71 2.65
H 3.02 4.87 2.55
H 1.56 3.95 2.86
H 2.51 1.25 2.38
H 4.07 0.51 4.12
H 6.44 1.27 4.10
H 7.20 2.81 2.32
H 5.63 3.62 0.63
H 1.89 2.10 -2.46
H 2.70 2.48 -4.78
H 4.65 3.92 -5.20
H 5.78 5.04 -3.29
H 4.96 4.71 -1.02
N 6.82 1.70 -1.55
C 6.74 0.69 -0.67
S 8.02 0.19 0.25
C 5.40 0.05 -0.64
C 4.69 -0.16 -1.81
C 3.39 -0.64 -1.72
N 2.78 -0.87 -0.57
C 3.46 -0.67 0.55
C 4.78 -0.24 0.57
H 7.67 2.24 -1.54
H 5.98 2.15 -1.88
H 5.12 0.05 -2.78
H 2.78 -0.80 -2.61
H 2.91 -0.82 1.48
H 5.29 -0.06 1.51
*
```

Properties
ΔE to the lowest compared entry with this formula, charge and spin ... 0.0 kcal per mole
HOMO-LUMO gap ... 5.43 eV
Lowest unoccupied orbital energy ... 3.90 eV

DFT (ωB97M-V with the def2-TZVPD basis set) results for a 15-piece molecular cluster, C68H86Br2N10O4 overall.

ORCA input file:
```
! wB97M-V def2-TZVPD RIJCOSX def2/J DEFGRID3
* xyz 0 1
Br -0.16 5.10 3.56
C 1.71 5.20 2.80
C 2.00 4.06 1.84
Br 3.82 4.25 1.06
H 2.46 5.18 3.59
H 1.84 6.16 2.29
H 1.36 4.02 0.97
H 1.99 3.13 2.42
N 5.77 -2.25 4.65
C 5.19 -1.95 3.43
C 5.92 -1.86 2.28
C 7.34 -1.88 2.31
C 7.93 -2.03 3.57
C 7.13 -2.26 4.69
H 4.11 -1.94 3.49
H 5.41 -1.66 1.34
H 7.92 -1.60 1.44
H 8.97 -1.92 3.85
H 7.61 -2.38 5.65
N -3.34 0.98 3.63
C -4.02 0.87 4.86
C -3.55 1.33 6.10
C -2.23 1.82 6.07
C -1.55 2.01 4.88
C -2.14 1.55 3.77
H -4.94 0.30 4.81
H -4.14 1.31 7.00
H -1.76 2.24 6.95
H -0.55 2.40 4.78
H -1.60 1.63 2.84
N 2.14 -3.36 -5.29
C 1.97 -2.58 -4.25
C 2.60 -2.84 -3.03
C 3.39 -3.95 -2.97
C 3.52 -4.80 -4.08
C 2.82 -4.51 -5.21
H 1.33 -1.72 -4.36
H 2.58 -2.11 -2.24
H 3.96 -4.18 -2.09
H 4.09 -5.72 -4.00
H 2.82 -5.06 -6.14
N -5.76 0.33 -0.95
C -4.90 0.73 0.04
C -5.28 1.64 0.99
C -6.59 2.16 0.91
C -7.45 1.88 -0.09
C -7.02 0.88 -0.90
H -3.91 0.29 0.01
H -4.55 1.97 1.71
H -6.83 2.89 1.67
H -8.45 2.24 -0.24
H -7.70 0.45 -1.61
N 2.01 2.11 6.23
C 3.17 2.43 5.54
C 3.75 1.60 4.55
C 3.04 0.49 4.20
C 1.78 0.10 4.91
C 1.42 0.92 5.99
H 3.63 3.36 5.84
H 4.55 1.89 3.88
H 3.49 -0.10 3.42
H 1.27 -0.76 4.50
H 0.47 0.79 6.50
N -1.56 -1.97 4.47
C -1.45 -1.87 5.81
C -0.48 -2.48 6.53
C 0.56 -3.03 5.84
C 0.51 -3.07 4.45
C -0.54 -2.57 3.82
H -2.30 -1.54 6.39
H -0.41 -2.50 7.61
H 1.40 -3.52 6.33
H 1.39 -3.54 4.03
H -0.71 -2.67 2.76
N 1.80 2.25 -5.28
C 1.74 3.40 -4.56
C 1.69 4.68 -5.20
C 1.65 4.75 -6.57
C 1.71 3.60 -7.34
C 1.69 2.38 -6.60
H 1.69 3.22 -3.50
H 1.69 5.59 -4.61
H 1.58 5.72 -7.04
H 1.73 3.58 -8.42
H 1.75 1.43 -7.12
N 5.27 0.35 -1.14
C 5.75 -0.53 -2.03
C 5.67 -0.37 -3.43
C 5.14 0.83 -3.91
C 4.76 1.80 -2.96
C 4.80 1.50 -1.61
H 6.17 -1.43 -1.60
H 5.96 -1.15 -4.12
H 4.90 1.05 -4.94
H 4.31 2.68 -3.40
H 4.53 2.21 -0.83
N -1.61 -2.88 -4.26
C -1.29 -3.94 -3.42
C -1.98 -4.30 -2.29
C -2.95 -3.32 -1.81
C -3.18 -2.23 -2.56
C -2.57 -2.07 -3.81
H -0.57 -4.64 -3.81
H -1.63 -5.19 -1.79
H -3.52 -3.58 -0.93
H -3.95 -1.55 -2.22
H -2.82 -1.28 -4.50
N -6.77 -5.19 1.24
C -6.09 -4.07 0.87
C -6.24 -2.90 1.62
C -7.05 -2.86 2.76
C -7.72 -4.02 3.13
C -7.57 -5.14 2.31
H -5.47 -4.17 -0.01
H -5.65 -2.06 1.30
H -7.38 -2.03 3.36
H -8.29 -4.10 4.04
H -7.90 -6.12 2.62
C -2.27 4.90 -1.96
C -1.81 6.11 -1.10
C -0.68 5.52 -0.27
O -0.21 4.44 -1.14
C -0.97 4.13 -2.31
H -2.70 5.40 -2.82
H -2.90 4.20 -1.41
H -2.60 6.57 -0.50
H -1.45 6.88 -1.78
H -1.10 5.25 0.70
H 0.10 6.28 -0.23
H -1.35 3.11 -2.41
H -0.49 4.44 -3.23
C -0.38 -0.66 0.10
C 0.25 0.63 0.50
C 1.59 0.78 -0.12
O 1.58 -0.18 -1.22
C 0.29 -0.76 -1.31
H -1.46 -0.68 0.20
H 0.05 -1.41 0.77
H 0.26 0.80 1.58
H -0.42 1.44 0.18
H 2.34 0.41 0.58
H 1.81 1.75 -0.57
H 0.34 -1.70 -1.85
H -0.26 0.04 -1.82
C 3.49 -4.48 1.33
C 2.63 -5.75 1.09
C 1.32 -5.24 0.70
O 1.23 -3.89 1.26
C 2.48 -3.30 1.22
H 4.46 -4.36 0.85
H 3.87 -4.54 2.35
H 2.48 -6.46 1.90
H 3.20 -6.30 0.34
H 0.60 -5.89 1.19
H 1.07 -5.44 -0.35
H 2.55 -2.67 2.10
H 2.45 -2.73 0.29
C -2.60 2.66 -6.37
C -3.20 1.47 -5.66
C -3.58 2.07 -4.31
O -3.78 3.42 -4.58
C -2.83 3.91 -5.50
H -3.11 2.79 -7.33
H -1.55 2.45 -6.55
H -2.42 0.70 -5.60
H -4.12 1.11 -6.11
H -2.72 1.88 -3.66
H -4.46 1.54 -3.96
H -1.88 4.23 -5.08
H -3.15 4.74 -6.13
*
```

Properties
HOMO-LUMO gap ... 9.44 eV
Lowest unoccupied orbital energy ... 0.35 eV

Taking the records one at a time from the top gives DFT total energy values of -207242.8833; -107797.2123; -235078.5754 eV.